# 1
This record from the Open Molecules 2025 dataset describes CHAgMgO2 as an isolated structure. The level of theory is ωB97M-V/def2-TZVPD.

```
! wB97M-V def2-TZVPD RIJCOSX def2/J DEFGRID3
* xyz 2 1
H -0.59 -1.23 -0.38
O 0.40 -0.16 -0.29
C -0.80 -0.38 0.28
O -1.60 0.48 -0.02
Ag 2.64 -0.60 0.37
Mg -0.05 1.90 0.03
*
```

Electronic structure analysis, Löwdin charges in units of e: 0.201 -0.235 -0.390 0.053 0.910 1.462

# 2
This record from the Open Molecules 2025 dataset describes CH3Cl2FN2O2S2 as an isolated structure. The level of theory is ωB97M-V/def2-TZVPD.

```
! wB97M-V def2-TZVPD RIJCOSX def2/J DEFGRID3
* xyz 0 1
C -1.91 -0.89 -1.63
N 1.31 0.39 2.21
N 1.29 1.79 0.14
O -0.82 0.91 1.25
O 0.45 -0.84 -0.10
F 2.66 1.40 0.32
S -0.07 -0.41 -1.57
S 0.54 0.72 0.87
Cl -2.29 -2.57 -1.34
Cl -2.27 -0.53 -3.40
H -2.56 -0.14 -1.22
H 2.31 0.69 1.94
H 1.36 -0.53 2.54
*
```

Atom charges from the Löwdin analysis, given in e for atoms 1 to 6: -1.312 -0.040 -0.163 -0.265 -0.684 -0.172

# 3
This record from the Open Molecules 2025 dataset describes C3H2N2O3 in the gas phase. The level of theory is ωB97M-V/def2-TZVPD.

```
! wB97M-V def2-TZVPD RIJCOSX def2/J DEFGRID3
* xyz 0 1
C -1.13 0.40 0.20
C 0.15 -0.21 -0.02
C 1.44 0.58 0.07
H -3.15 -0.04 -0.57
H -1.28 1.55 0.57
N 1.92 -1.58 0.04
N 2.42 -0.56 0.10
O -2.15 -0.44 -0.01
O 0.27 -1.48 -0.18
O 1.52 1.79 -0.20
*
```

Summary:
SMILES string: O=C1N=NO/C1=C\O

Atom charges from the Löwdin analysis, given in e for atoms 1 to 6: -0.117 -0.344 -0.276 0.284 0.181 0.150

# 4
This record from the Open Molecules 2025 dataset describes a 12-piece molecular cluster, C38H96O36S10 overall. The level of theory is ωB97M-V/def2-TZVPD.

```
! wB97M-V def2-TZVPD RIJCOSX def2/J DEFGRID3
* xyz 0 1
C -5.77 2.81 1.25
C -6.19 1.42 1.60
O -5.22 0.49 0.83
C -4.43 -0.35 1.47
O -4.29 -0.36 2.68
O -3.73 -1.02 0.53
C -2.59 -1.72 0.95
H -6.54 3.49 1.64
H -5.50 2.87 0.17
H -4.81 3.04 1.76
H -7.11 1.10 1.16
H -6.02 1.16 2.63
H -1.70 -1.07 1.09
H -2.39 -2.41 0.12
H -2.78 -2.32 1.83
C -1.81 7.62 2.14
C -2.05 6.61 0.99
O -2.83 5.49 1.45
C -2.08 4.67 2.27
O -0.85 4.68 2.34
O -2.91 3.90 2.94
C -2.19 2.79 3.58
H -1.17 7.27 2.98
H -2.80 7.88 2.58
H -1.31 8.49 1.70
H -1.13 6.22 0.54
H -2.61 7.07 0.19
H -1.64 2.24 2.86
H -2.89 2.08 4.02
H -1.52 3.25 4.26
O 8.49 -3.39 1.44
S 7.11 -3.69 1.38
O 6.59 -4.73 2.23
O 6.41 -2.36 1.75
C 5.05 -2.25 2.29
C 4.98 -1.17 3.39
C 6.57 -4.10 -0.26
H 4.80 -3.18 2.65
H 4.36 -1.91 1.47
H 5.18 -0.17 3.01
H 5.64 -1.47 4.16
H 3.96 -1.29 3.75
H 5.47 -4.32 -0.34
H 7.10 -5.07 -0.43
H 6.91 -3.30 -0.95
O 3.70 3.45 -5.74
S 3.86 4.37 -6.82
O 5.13 5.02 -7.05
O 3.43 3.68 -8.14
C 2.75 2.36 -8.04
C 2.08 2.09 -9.36
C 2.59 5.62 -6.67
H 2.03 2.48 -7.26
H 3.48 1.68 -7.66
H 2.81 2.11 -10.17
H 1.22 2.73 -9.47
H 1.77 1.04 -9.24
H 1.57 5.17 -6.75
H 2.68 6.35 -7.49
H 2.72 6.17 -5.75
O -3.92 2.10 -4.08
S -4.04 1.43 -2.82
O -3.33 0.20 -2.62
O -3.71 2.48 -1.66
C -2.61 2.16 -0.82
C -1.60 3.25 -1.10
C -5.75 1.25 -2.39
H -2.24 1.11 -0.98
H -2.92 2.33 0.20
H -0.97 3.33 -0.24
H -2.10 4.21 -1.24
H -1.04 2.99 -1.99
H -6.31 0.91 -3.27
H -5.91 2.31 -2.18
H -5.87 0.58 -1.52
O 0.97 -6.84 4.62
S 1.76 -7.72 3.84
O 1.34 -9.03 3.60
O 2.20 -7.04 2.48
C 1.21 -6.07 1.86
C 1.35 -4.70 2.37
C 3.33 -7.85 4.53
H 0.24 -6.46 2.05
H 1.33 -6.14 0.79
H 0.63 -4.11 1.79
H 2.37 -4.36 2.37
H 0.88 -4.70 3.34
H 3.85 -8.70 4.08
H 3.17 -8.09 5.56
H 3.88 -6.94 4.42
O 2.04 -4.77 -1.17
S 1.88 -3.33 -1.19
O 2.51 -2.50 -0.19
O 2.31 -2.89 -2.60
C 2.40 -1.42 -2.80
C 1.39 -1.04 -3.87
C 0.09 -3.02 -1.30
H 3.42 -1.29 -3.16
H 2.23 -0.92 -1.89
H 1.40 -1.67 -4.81
H 1.62 -0.01 -4.05
H 0.33 -1.01 -3.50
H -0.22 -2.04 -1.61
H -0.40 -3.24 -0.35
H -0.41 -3.73 -2.01
O 1.94 6.34 -3.10
S 1.59 5.67 -1.88
O 0.20 5.69 -1.57
O 2.22 4.25 -1.87
C 1.98 3.43 -3.06
C 2.80 2.18 -2.83
C 2.55 6.44 -0.63
H 2.17 3.94 -3.99
H 0.96 3.19 -2.96
H 3.90 2.35 -2.94
H 2.57 1.39 -3.52
H 2.54 1.82 -1.86
H 3.59 6.34 -0.87
H 2.25 5.93 0.30
H 2.30 7.48 -0.74
O -0.98 -0.26 4.83
S -1.24 -1.65 4.80
O -0.99 -2.36 3.56
O -0.19 -2.24 5.87
C 0.03 -3.65 5.93
C 0.75 -4.00 7.16
C -2.87 -1.88 5.46
H 0.61 -4.09 5.10
H -0.86 -4.18 5.82
H 1.79 -3.69 7.03
H 0.77 -5.05 7.27
H 0.44 -3.67 8.14
H -3.51 -1.23 4.84
H -2.83 -1.45 6.47
H -3.16 -2.86 5.54
O -0.61 3.82 -7.38
S -0.85 2.92 -6.24
O 0.23 2.08 -5.80
O -1.41 3.71 -5.02
C -1.98 5.04 -5.24
C -2.26 5.62 -3.93
C -2.25 1.87 -6.54
H -2.86 4.89 -5.85
H -1.28 5.68 -5.71
H -3.00 5.09 -3.33
H -2.74 6.58 -4.20
H -1.36 5.70 -3.39
H -2.34 1.26 -5.64
H -2.06 1.26 -7.44
H -3.10 2.54 -6.54
O -2.74 -4.79 3.87
S -2.57 -5.63 2.69
O -1.95 -5.21 1.45
O -1.89 -6.98 3.17
C -2.22 -7.52 4.49
C -2.25 -9.01 4.15
C -4.20 -6.12 2.19
H -3.22 -7.12 4.77
H -1.43 -7.21 5.23
H -2.95 -9.09 3.30
H -2.53 -9.58 4.97
H -1.21 -9.27 4.02
H -4.81 -6.56 2.98
H -4.15 -6.86 1.41
H -4.77 -5.24 1.88
O -0.48 1.49 1.09
S 0.72 0.81 0.73
O 0.75 0.12 -0.53
O 1.92 1.80 0.52
C 1.81 3.15 1.12
C 1.95 3.25 2.67
C 1.22 -0.36 1.98
H 0.82 3.52 0.79
H 2.47 3.76 0.52
H 1.15 2.63 3.18
H 1.78 4.35 2.89
H 2.94 2.87 2.88
H 0.31 -0.92 2.25
H 1.69 0.08 2.84
H 1.96 -0.96 1.48
*
```

Summary:
SMILES string: CCOS(C)(=O)=O.CCOS(C)(=O)=O.CCOS(C)(=O)=O.CCOS(C)(=O)=O.CCOS(C)(=O)=O.CCOS(C)(=O)=O.CCOS(C)(=O)=O.CCOS(C)(=O)=O.CCOS(C)(=O)=O.CCOS(C)(=O)=O.CCOC(=O)OC.CCOC(=O)OC

Atom charges from the Löwdin analysis, given in e for atoms 1 to 6: -0.054 -0.110 -0.010 -0.579 0.103 -0.001

# 5
This record from the Open Molecules 2025 dataset describes C29H30CoP2S2Se2 as an isolated structure. The level of theory is ωB97M-V/def2-TZVPD.

```
! wB97M-V def2-TZVPD RIJCOSX def2/J DEFGRID3
* xyz 1 1
Co 0.29 -0.42 0.12
S -1.06 -1.89 1.27
P -1.94 -1.82 -0.52
C -1.08 -0.50 -1.24
P -0.13 0.43 -2.34
S 0.96 1.46 -1.02
C -1.09 1.43 -3.48
C -1.55 0.88 -4.67
C -2.36 1.63 -5.51
C -2.70 2.94 -5.16
C -2.23 3.49 -3.98
C -1.42 2.74 -3.13
C 0.93 -0.61 -3.37
C 1.99 0.04 -4.01
C 2.84 -0.68 -4.84
C 2.64 -2.04 -5.03
C 1.58 -2.68 -4.40
C 0.72 -1.96 -3.58
C -1.72 -3.32 -1.49
C -2.48 -3.48 -2.65
C -2.26 -4.57 -3.47
C -1.29 -5.51 -3.14
C -0.54 -5.36 -1.98
C -0.76 -4.26 -1.16
C -3.70 -1.52 -0.48
C -4.53 -2.35 0.28
C -5.89 -2.14 0.28
C -6.44 -1.11 -0.47
C -5.62 -0.28 -1.22
C -4.25 -0.48 -1.22
H -1.28 -0.13 -4.96
H -2.72 1.21 -6.43
H -3.33 3.52 -5.81
H -2.49 4.51 -3.71
H -1.05 3.16 -2.21
H 2.16 1.09 -3.85
H 3.66 -0.17 -5.33
H 3.31 -2.60 -5.67
H 1.42 -3.74 -4.54
H -0.11 -2.48 -3.10
H -3.25 -2.76 -2.91
H -2.86 -4.70 -4.37
H -1.13 -6.36 -3.78
H 0.20 -6.09 -1.72
H -0.18 -4.14 -0.25
H -4.10 -3.16 0.87
H -6.54 -2.79 0.87
H -7.51 -0.95 -0.46
H -6.05 0.53 -1.80
H -3.60 0.17 -1.80
C 3.60 -1.10 -0.93
Se 2.13 -2.04 -0.10
C 2.73 -2.02 1.76
C 2.94 -0.63 2.30
Se 1.35 0.49 2.17
C 0.42 -0.23 3.72
H 4.52 -1.67 -0.81
H 3.70 -0.10 -0.54
H 3.35 -1.04 -1.99
H 3.64 -2.62 1.83
H 1.94 -2.55 2.29
H 3.72 -0.10 1.76
H 3.24 -0.66 3.35
H 1.01 0.01 4.60
H 0.27 -1.30 3.63
H -0.54 0.27 3.78
*
```

Atom charges from the Löwdin analysis, given in e for atoms 1 to 6: -0.376 0.461 0.495 -0.509 0.487 0.442

# 6
This record from the Open Molecules 2025 dataset describes an isolated ion of composition C18H36N and charge +1. The level of theory is ωB97M-V/def2-TZVPD.

```
! wB97M-V def2-TZVPD RIJCOSX def2/J DEFGRID3
* xyz 1 1
C -0.69 -7.57 4.73
C -0.45 -6.42 3.91
C -0.24 -5.45 3.23
C -0.02 -4.25 2.44
H 0.60 -3.55 3.00
H -0.98 -3.78 2.24
N 0.66 -4.55 1.14
C -0.17 -5.48 0.36
H -0.26 -6.43 0.89
H -1.17 -5.08 0.21
H 0.28 -5.66 -0.62
C 1.96 -5.18 1.42
H 1.81 -6.06 2.04
H 2.61 -4.48 1.94
H 2.44 -5.48 0.49
C 0.90 -3.28 0.38
C -0.34 -2.55 -0.14
H -1.05 -2.37 0.66
H -0.83 -3.13 -0.92
C 0.07 -1.20 -0.72
C -1.14 -0.44 -1.27
C -0.77 0.92 -1.86
C -0.28 1.93 -0.82
C -0.13 3.33 -1.41
C 0.38 4.32 -0.37
C 0.60 5.73 -0.93
C -0.70 6.42 -1.34
C -0.51 7.91 -1.63
C 0.36 8.18 -2.85
H -0.03 7.67 -3.72
H 0.39 9.24 -3.06
H 1.38 7.84 -2.68
H -1.50 8.35 -1.80
H -0.08 8.39 -0.76
H -1.11 5.94 -2.23
H -1.43 6.31 -0.54
H 1.09 6.33 -0.16
H 1.27 5.66 -1.78
H 1.32 3.95 0.04
H -0.34 4.37 0.46
H 0.58 3.29 -2.24
H -1.09 3.66 -1.80
H -1.00 1.96 0.01
H 0.68 1.61 -0.41
H -1.66 1.33 -2.35
H -0.01 0.79 -2.63
H -1.61 -1.05 -2.04
H -1.86 -0.29 -0.47
H 0.55 -0.60 0.05
H 0.79 -1.35 -1.53
H 1.46 -2.61 1.04
H 1.54 -3.53 -0.47
H -1.34 -8.28 4.21
H -1.18 -7.26 5.65
H 0.25 -8.06 4.98
*
```

Summary:
SMILES string: CC#CC[N+](C)(C)CCCCCCCCCCCC

Atom charges from the Löwdin analysis, given in e for atoms 1 to 6: -0.070 -0.051 -0.027 -0.120 0.153 0.138

# 7
This record from the Open Molecules 2025 dataset describes C17H26FO9Pb as an isolated structure. The level of theory is ωB97M-V/def2-TZVPD.

```
! wB97M-V def2-TZVPD RIJCOSX def2/J DEFGRID3
* xyz 0 2
Pb -2.00 -0.01 0.47
C -2.15 -3.82 1.25
O -2.24 -2.41 1.21
H -1.29 -4.18 1.80
H -3.04 -4.15 1.79
H -2.19 -4.26 0.25
C -3.56 0.39 -2.75
O -3.61 0.73 -1.38
H -3.00 -0.52 -2.93
H -4.51 0.04 -3.16
H -3.25 1.15 -3.47
C -1.73 2.23 3.42
O -2.01 1.86 2.10
H -2.29 3.09 3.79
H -1.94 1.41 4.12
H -0.65 2.32 3.58
C 2.28 5.48 0.50
C 1.45 4.94 -0.66
C 2.35 3.99 -1.51
O 1.61 2.79 -1.45
C 0.48 2.95 -0.76
O -0.51 2.19 -0.70
O 0.46 4.10 -0.07
H 1.53 6.04 1.06
H 3.13 6.07 0.15
H 2.68 4.78 1.22
H 0.93 5.68 -1.28
H 3.38 3.97 -1.14
H 2.32 4.39 -2.53
C 0.87 -2.21 4.76
C 1.75 -1.36 3.80
C 2.57 -2.30 2.84
O 2.29 -1.65 1.58
C 1.27 -0.77 1.70
O 0.63 -0.30 0.82
O 0.77 -0.75 2.98
H 0.79 -3.22 4.36
H -0.12 -1.75 4.83
H 1.20 -2.49 5.76
H 2.26 -0.61 4.41
H 2.12 -3.29 2.76
H 3.65 -2.38 2.92
F -0.68 -1.01 -1.59
C -0.43 -1.71 -2.71
C 0.27 -1.07 -3.71
C 0.51 -1.74 -4.97
C 0.03 -3.05 -5.10
C -0.74 -3.67 -4.09
C -0.97 -2.98 -2.88
H 0.65 -0.10 -3.43
H 1.07 -1.20 -5.72
H 0.27 -3.59 -6.01
H -1.19 -4.65 -4.23
H -1.47 -3.37 -2.01
*
```

Atom charges from the Löwdin analysis, given in e for atoms 1 to 6: 1.689 -0.318 -0.562 0.043 0.053 0.038

# 8
This record from the Open Molecules 2025 dataset describes C21H24N6O4S2 in the gas phase. The level of theory is ωB97M-V/def2-TZVPD.

```
! wB97M-V def2-TZVPD RIJCOSX def2/J DEFGRID3
* xyz 0 1
C -0.43 3.39 2.73
C -1.02 2.07 2.33
C -0.37 1.24 1.43
C -0.88 0.01 1.07
C -2.10 -0.42 1.59
C -2.78 0.41 2.48
C -2.24 1.63 2.84
H -2.78 2.25 3.54
H -3.74 0.10 2.87
N -2.58 -1.65 1.16
C -3.87 -2.06 1.10
O -4.82 -1.51 1.62
C -4.03 -3.33 0.26
H -3.23 -4.04 0.42
H -5.00 -3.78 0.47
S -4.08 -2.93 -1.52
C -2.39 -2.65 -1.82
N -1.41 -2.85 -0.97
N -0.27 -2.45 -1.56
C -0.55 -2.04 -2.76
N -1.91 -2.15 -2.99
C -2.68 -1.75 -4.13
H -3.65 -1.37 -3.79
H -2.15 -0.97 -4.67
H -2.86 -2.60 -4.79
C 0.43 -1.51 -3.70
C 1.44 -0.67 -3.22
C 2.37 -0.19 -4.13
N 2.35 -0.49 -5.42
C 1.40 -1.29 -5.86
C 0.41 -1.83 -5.05
H -0.32 -2.50 -5.46
H 1.42 -1.51 -6.92
H 3.17 0.46 -3.81
H 1.49 -0.40 -2.18
H -1.91 -2.19 0.59
H -0.32 -0.60 0.38
S 1.16 1.74 0.65
O 1.59 0.69 -0.24
O 1.04 3.05 0.10
N 2.20 1.85 1.98
C 3.40 2.63 1.72
C 4.16 2.79 3.03
O 4.48 1.53 3.58
C 3.33 0.76 3.82
C 2.53 0.55 2.53
H 1.59 0.02 2.74
H 3.12 -0.03 1.81
H 3.67 -0.19 4.22
H 2.69 1.27 4.56
H 5.11 3.30 2.87
H 3.54 3.36 3.74
H 3.08 3.59 1.31
H 4.03 2.12 0.98
H 0.46 3.22 3.33
H -0.13 3.94 1.85
H -1.15 3.97 3.31
*
```

Summary:
SMILES string: Cc1ccc(NC(=O)CSc2nnc(-c3ccncc3)n2C)cc1S(=O)(=O)N1CCOCC1

Atom charges from the Löwdin analysis, given in e for atoms 1 to 6: -0.042 -0.246 -0.230 0.011 -0.196 0.017

The records above yield electronic energy values of -14570.110; -57587.900; -12260.493; -223019.834; -239123.015; -20732.925; -44437.099; -60967.494 eV, respectively.
The records above yield F_max values of 6.07; 5.27; 5.85; 3.18; 1.75; 0.98; 4.76; 1.22 eV Å⁻¹, respectively.